(1)
Density functional theory data (ωB97M-V/def2-TZVPD) for an isolated molecule of C4H7NO.

Results
- lowest unoccupied orbital energy (eV) = 0.9
- energy above the lowest of the compared OMol25 structures with the same formula, charge and spin (kcal per mole) = 76.45
- HOMO-LUMO gap (eV) = 9.074
- total energy (Eh) = -286.50982

Structure (ORCA input):
```
! wB97M-V def2-TZVPD RIJCOSX def2/J DEFGRID3
* xyz 0 1
C -1.80384 0.71401 0.52044
O -0.43821 1.01147 0.29896
C 0.37541 -0.06334 0.10055
C 1.82791 0.13721 0.35356
C -0.02454 -1.17688 -0.46568
N -0.16110 -1.92032 -1.45659
H -1.90900 0.32328 1.53848
H -2.22119 -0.01806 -0.18553
H -2.33815 1.65825 0.41107
H 2.14693 1.02868 -0.19914
H 2.04532 0.27005 1.41378
H 2.38033 -0.72672 -0.02929
H 0.15207 -1.27826 -2.19882
*
```



(2)
Density functional theory data (ωB97M-V/def2-TZVPD) for the ion C7H10N with charge +1.

Results
- lowest unoccupied orbital energy (eV) = -4.8
- energy above the lowest of the compared OMol25 structures with the same formula, charge and spin (kcal per mole) = 106.68
- HOMO-LUMO gap (eV) = 10.116
- total energy (Eh) = -327.03102

Structure (ORCA input):
```
! wB97M-V def2-TZVPD RIJCOSX def2/J DEFGRID3
* xyz 1 1
C 1.46934 1.43957 1.83602
C 0.81331 0.84032 0.93849
N 1.10843 -0.45542 -0.18198
C 2.02353 -0.89112 -0.88744
C -0.06017 0.20006 0.01446
C -1.05212 0.67479 -1.04609
C -2.00768 -0.48784 -0.66248
C -1.14790 -0.77879 0.55293
H 2.47715 1.27734 2.24378
H 1.03607 2.20101 2.41333
H 1.92154 -1.22022 -1.92415
H 2.96245 -1.08790 -0.54514
H -0.66173 0.65754 -2.03372
H -1.34416 1.68312 -0.85556
H -3.11238 -0.20257 -0.50322
H -2.19779 -1.32355 -1.30152
H -1.43221 -0.75491 1.63669
H -0.79569 -1.77144 0.30560
*
```



(3)
Density functional theory data (ωB97M-V/def2-TZVPD) for a structure of composition C30H22N10STi.

Results
- lowest unoccupied orbital energy (alpha / beta) (eV) = -0.9 / -0.9
- HOMO-LUMO gap (alpha / beta) (eV) = 5.759 / 6.066
- total energy (Eh) = -2951.69420

Structure (ORCA input):
```
! wB97M-V def2-TZVPD RIJCOSX def2/J DEFGRID3
* xyz 0 1
Ti 0.21029 -0.14350 -0.55570
C -2.36209 -2.08468 3.93415
C -2.55446 -0.78887 3.47666
C -1.59802 -0.18739 2.66761
C -0.44738 -0.87557 2.30596
C -0.25200 -2.17260 2.77476
C -1.20475 -2.77278 3.58102
N 0.48091 -0.28021 1.40997
C 1.83803 -0.24333 1.79742
C 2.30035 -0.11173 3.09684
C 3.66269 0.06033 3.33019
C 4.55553 0.12053 2.27064
C 4.09616 -0.02796 0.96444
C 2.75389 -0.25993 0.73813
N 2.12097 -0.42224 -0.51867
N 2.90895 -0.66974 -1.59179
C 2.13427 -0.72326 -2.66508
C 2.67545 -1.17167 -3.90965
C 1.86875 -1.27751 -4.98746
C 0.48885 -0.93551 -4.87661
C 0.01790 -0.52289 -3.67937
N 0.80176 -0.39973 -2.55778
H -3.10624 -2.55828 4.56097
H -3.44531 -0.23888 3.75662
H -1.72867 0.83064 2.31571
H 0.63962 -2.71752 2.48721
H -1.04577 -3.78942 3.91738
H 1.59594 -0.12877 3.91957
H 4.02172 0.16093 4.34664
H 5.61113 0.26876 2.45636
H 4.77313 -0.02836 0.11981
H 3.72072 -1.44401 -3.93337
H 2.26222 -1.64141 -5.92812
H -0.18372 -1.02221 -5.71771
H -1.02745 -0.27695 -3.54705
C -5.13266 0.76776 -0.48824
N -4.08683 1.78605 -0.44908
C -4.28216 3.12554 -0.17905
C -3.08628 3.71417 -0.20251
N -2.12609 2.72661 -0.49664
C -2.77996 1.52298 -0.63787
S -2.26393 -0.04322 -0.93543
C -0.71891 3.04289 -0.59667
C -0.38359 4.39107 -0.57738
C 0.94563 4.76614 -0.62128
C 1.91021 3.78933 -0.70697
C 1.49322 2.47392 -0.74919
N 0.19826 2.08541 -0.68286
H -6.08262 1.26195 -0.30548
H -4.94492 0.01687 0.27646
H -5.14561 0.28451 -1.46218
H -5.25634 3.53849 0.01177
H -2.85697 4.74200 -0.02107
H -1.13213 5.15935 -0.53583
H 1.20502 5.81694 -0.59646
H 2.96658 4.00763 -0.75584
H 2.22275 1.68977 -0.85633
N -0.21475 -2.14748 -0.60146
C 0.07693 -3.27212 -0.60218
C 0.39881 -4.61516 -0.60652
C 0.78030 -5.23774 -1.82726
N 1.09287 -5.72847 -2.82293
C 0.33074 -5.31838 0.62830
N 0.28905 -5.87108 1.64043
*
```



(4)
Density functional theory data (ωB97M-V/def2-TZVPD) for a structure of composition C3H4ErO3.

Results
- lowest unoccupied orbital energy (alpha / beta) (eV) = 0.0 / -0.5
- energy above the lowest of the compared OMol25 structures with the same formula, charge and spin (kcal per mole) = 6.12
- HOMO-LUMO gap (alpha / beta) (eV) = 6.071 / 8.042
- total energy (Eh) = -1357.31997

Structure (ORCA input):
```
! wB97M-V def2-TZVPD RIJCOSX def2/J DEFGRID3
* xyz 0 5
H 2.18611 0.29939 -2.22128
H 0.77906 -2.04842 1.97627
C 0.74785 -1.21720 1.25468
C -0.46676 -0.89858 0.75832
O -0.52663 0.27420 -0.01744
C -1.67845 0.67625 -0.49414
O -1.40371 1.71572 -1.25065
Er 2.14338 1.12051 -0.32578
O 1.85407 -0.57718 0.99640
H -1.41470 -1.38442 0.97107
H -2.22023 2.03973 -1.64747
*
```



(5)
Density functional theory data (ωB97M-V/def2-TZVPD) for a cluster of 2 separate species, C4H11NO2 in total.

Results
- lowest unoccupied orbital energy (eV) = 0.6
- energy above the lowest of the compared OMol25 structures with the same formula, charge and spin (kcal per mole) = 74.03
- HOMO-LUMO gap (eV) = 9.722
- total energy (Eh) = -364.15020

Structure (ORCA input):
```
! wB97M-V def2-TZVPD RIJCOSX def2/J DEFGRID3
* xyz 0 1
C -1.09605 -0.78795 -1.07076
N -0.53308 -0.94186 0.38853
C -1.55462 -0.48681 1.46152
C 0.64304 -0.10977 0.64771
C 1.98135 -0.71737 0.35842
O 2.94029 -0.10482 0.81248
H -1.56393 -1.76932 -1.32759
H -1.92488 -0.05638 -1.23368
H -0.35210 -0.51733 -1.73381
H -1.59254 0.53226 1.53085
H -1.25014 -0.85497 2.47386
H -2.54623 -0.87840 1.19780
H 0.79477 -0.04314 1.72685
H 0.34245 0.93344 0.38746
H 2.15893 -1.78125 -0.11183
O 0.98784 2.83373 -1.67737
H 0.57151 1.94952 -2.05478
H 1.99339 2.80042 -1.77566
*
```



(6)
Density functional theory data (ωB97M-V/def2-TZVPD) for a structure of composition C25H18GeNO4RhSe.

Results
- lowest unoccupied orbital energy (alpha / beta) (eV) = 2.2 / -0.9
- HOMO-LUMO gap (alpha / beta) (eV) = 7.447 / 4.575
- total energy (Eh) = -5908.03121

Structure (ORCA input):
```
! wB97M-V def2-TZVPD RIJCOSX def2/J DEFGRID3
* xyz -1 6
Rh -1.26320 1.54585 -1.52562
O -4.50996 -4.60458 -0.90528
C -3.33216 -4.45899 -1.19301
O -2.36308 -5.28765 -1.29641
C -2.95226 -3.02799 -1.55887
C -2.11007 -2.77336 -2.64750
C -1.71736 -1.42081 -2.80316
N -2.20368 -0.42563 -2.17933
C -3.12886 -0.62773 -1.09729
C -3.48270 -1.94568 -0.84558
C -3.61841 0.56403 -0.25368
O -4.32610 0.29262 0.66960
O -3.12333 1.75820 -0.54225
H -1.76361 -3.62911 -3.12971
H -1.05818 -1.09592 -3.59546
H -4.21958 -2.10822 0.05710
C -0.11110 -3.15810 2.61128
C -0.49012 -3.19621 1.25558
C -0.21976 -2.02762 0.49991
C 0.34037 -0.90183 1.10171
C 0.69252 -0.92119 2.45158
C 0.47343 -2.05675 3.21417
Ge 0.61827 0.78679 0.10639
C 0.68319 2.24910 1.34771
C -0.58953 2.59520 1.84274
C -0.75383 3.70000 2.65908
C 0.37035 4.46425 3.02989
C 1.62496 4.13352 2.61131
C 1.83289 3.01027 1.75068
C 2.36811 0.81229 -0.90441
C 2.57485 1.92638 -1.72404
C 3.66652 1.91984 -2.52617
C 4.50258 0.80125 -2.67593
C 4.24457 -0.35863 -2.01433
C 3.18247 -0.33518 -1.07019
H -0.39588 -3.98030 3.23304
H -1.01018 -4.06214 0.81610
H -0.38604 -2.00615 -0.59218
H 1.02917 -0.02605 2.94493
H 0.71252 -2.07077 4.32704
H -1.46526 2.04532 1.58952
H -1.78922 3.93165 3.04410
H 0.39141 5.35827 3.56824
H 2.33390 4.85962 2.96629
H 2.75524 2.74586 1.22768
H 1.85555 2.81715 -1.62682
H 3.89996 2.78748 -3.08981
H 5.34785 0.83429 -3.36713
H 4.88886 -1.17516 -2.03294
H 2.87862 -1.04286 -0.37097
Se -0.88473 2.78540 -3.35759
*
```



(7)
Density functional theory data (ωB97M-V/def2-TZVPD) for an isolated molecule of C6H15NO.

Results
- lowest unoccupied orbital energy (eV) = 1.0
- energy above the lowest of the compared OMol25 structures with the same formula, charge and spin (kcal per mole) = 52.56
- HOMO-LUMO gap (eV) = 9.663
- total energy (Eh) = -367.54754

Structure (ORCA input):
```
! wB97M-V def2-TZVPD RIJCOSX def2/J DEFGRID3
* xyz 0 1
C -1.88819 0.68500 0.02675
C -0.77232 -0.35543 0.08591
C -0.68829 -1.29076 -1.43564
N 0.40959 -2.21535 -1.49372
C 0.59549 0.14788 0.34944
C 1.17473 1.18548 -0.59878
C 0.53206 0.80267 2.01086
O 1.79512 1.35440 2.34382
H -1.50712 1.70152 -0.10133
H -2.59291 0.48431 -0.78666
H -2.46700 0.67206 0.95565
H -1.03016 -1.13256 0.81243
H -0.67510 -0.60424 -2.28294
H -1.64087 -1.82648 -1.45673
H 0.59761 -2.57131 -2.42602
H 0.29621 -3.00600 -0.86845
H 1.30566 -0.67820 0.45413
H 0.41686 1.62550 -1.25060
H 1.66616 2.00075 -0.06090
H 1.93350 0.72800 -1.24338
H 0.27963 0.00982 2.72257
H -0.21018 1.59875 2.07239
H 2.46953 0.68417 2.17119
*
```



(8)
Density functional theory data (ωB97M-V/def2-TZVPD) for the ion C4H9N2 with charge +1.

Results
- lowest unoccupied orbital energy (eV) = -3.2
- energy above the lowest of the compared OMol25 structures with the same formula, charge and spin (kcal per mole) = 67.18
- HOMO-LUMO gap (eV) = 11.771
- total energy (Eh) = -266.99222

Structure (ORCA input):
```
! wB97M-V def2-TZVPD RIJCOSX def2/J DEFGRID3
* xyz 1 1
C -1.82884 -0.65558 0.31051
N -0.58082 0.11399 0.49824
C -0.36861 1.37842 -0.26208
C 0.72164 0.97508 -0.86579
C 0.80749 -0.41795 -0.33152
N 2.01044 -0.52768 0.28840
H -2.12915 -0.50385 -0.66603
H -1.65391 -1.66936 0.24162
H -2.67389 -0.46874 0.99462
H -0.27638 0.39287 1.42112
H -0.95184 2.29881 -0.33631
H 1.55312 1.46108 -1.47940
H 0.55105 -1.24068 -1.03916
H 2.58454 0.24158 0.50144
H 2.23515 -1.37799 0.72434
*
```



- Among the records above, which one has the highest total energy?
  C4H9N2



- The lowest total energy belongs to which entry?
  C25H18GeNO4RhSe